1.
The following is a quantum chemistry calculation of a structure of composition C32H23AsMnN2O3 in a non-equilibrium geometry, from the OMol25 dataset.

2S+1   6
Orbital gap (spin up / spin down)   0.260 / 0.273 Ha
Molecular weight   613.41 g mol⁻¹
<S²>   8.762
Energy relative to the best compared isomer or geometry (same formula, charge and spin)   55.8 kJ/mol
Highest occupied orbital energy (spin up / spin down)   -7.20 / -7.71 eV
Calculated total energy   -134839.716 eV

Geometry as XYZ:
```
62
Properties=species:S:1:pos:R:3:forces:R:3
Mn -0.5957 -0.5409 -0.4154 -1.178 0.212 -1.230
O -0.7392 1.0456 4.6842 0.126 -0.054 0.038
C -1.5123 1.9516 4.0716 -0.020 0.096 -0.162
C -2.1531 2.8959 4.8726 -0.039 0.055 0.081
C -2.9475 3.8728 4.3080 0.050 -0.087 -0.029
C -3.1249 3.9254 2.9278 -0.095 0.116 -0.038
C -2.5082 2.9873 2.1274 0.029 -0.084 -0.006
C -1.7004 1.9868 2.6749 -0.129 0.210 0.307
C -1.0873 0.9965 1.7944 0.442 -0.773 -0.840
O -1.4533 0.9114 0.5445 -0.784 1.018 1.036
N -0.1588 0.1942 2.2765 -0.341 0.582 0.639
N 0.2673 -0.7064 1.3281 1.781 -0.617 2.083
C 1.3615 -1.3495 1.6262 -0.856 0.816 0.178
C 1.9905 -2.3021 0.7795 0.303 -0.598 -0.769
C 3.1665 -2.9436 1.2071 -0.208 0.122 0.002
C 3.8187 -3.8484 0.4032 0.221 -0.113 0.149
C 3.3056 -4.1454 -0.8598 -0.266 0.157 -0.050
C 2.1574 -3.5289 -1.3170 0.260 -0.291 -0.117
C 1.4768 -2.5975 -0.5250 -0.045 0.348 0.696
O 0.4015 -2.0019 -0.9597 0.932 -1.587 -0.925
H -0.2811 0.5230 3.9813 -0.063 -0.052 -0.013
H -1.9973 2.8386 5.9419 -0.006 0.015 -0.006
H -3.4310 4.6052 4.9417 0.002 -0.011 0.022
H -3.7461 4.6964 2.4915 0.020 -0.013 -0.029
H -2.6320 3.0049 1.0524 -0.009 -0.018 0.018
H 1.8195 -1.0849 2.5777 0.104 -0.167 0.055
H 3.5472 -2.7173 2.1967 0.033 0.014 -0.009
H 4.7219 -4.3320 0.7514 -0.020 -0.002 0.001
H 3.8033 -4.8721 -1.4894 0.039 0.013 -0.002
H 1.7607 -3.7613 -2.2972 -0.059 0.050 0.012
C -1.6897 3.8564 -6.1776 0.017 -0.016 0.004
C -2.5712 3.5787 -5.1416 -0.009 0.026 -0.055
C -2.1141 2.9446 -3.9974 0.012 -0.028 0.106
C -0.7778 2.5737 -3.8826 -0.070 -0.014 0.262
C 0.0991 2.8457 -4.9242 0.090 -0.077 0.103
C -0.3582 3.4849 -6.0685 -0.050 0.054 -0.064
As -0.2029 1.7365 -2.1735 0.214 0.352 -0.709
C 1.3540 0.8336 -2.9255 -0.040 -0.123 -0.073
C 2.6669 1.2681 -2.8606 -0.056 0.096 0.043
C 3.6746 0.5049 -3.4382 -0.025 -0.005 -0.012
C 3.3559 -0.6770 -4.0916 0.097 -0.007 -0.048
C 2.0424 -1.1148 -4.1669 -0.111 0.029 -0.012
C 1.0309 -0.3686 -3.5731 0.300 0.127 0.048
C -0.3721 -0.7754 -3.4430 -0.347 0.084 0.218
C -0.9613 -1.8918 -4.0160 0.112 0.000 -0.002
C -2.2554 -2.2530 -3.6715 -0.039 -0.006 0.054
C -2.9749 -1.5089 -2.7471 0.007 -0.062 0.029
C -2.4257 -0.3505 -2.2055 -0.187 0.425 -0.534
C -1.1330 0.0396 -2.5731 -0.221 -0.145 -0.678
H -2.0401 4.3643 -7.0667 -0.005 -0.022 -0.006
H -3.6119 3.8637 -5.2298 -0.003 -0.016 0.042
H -2.8018 2.7314 -3.1854 -0.034 0.042 -0.027
H 1.1392 2.5526 -4.8482 -0.009 0.026 -0.036
H 0.3262 3.6952 -6.8807 0.027 -0.009 0.027
H 2.9048 2.1974 -2.3561 0.047 -0.029 0.016
H 4.7061 0.8246 -3.3699 -0.008 0.016 -0.011
H 4.1446 -1.2725 -4.5338 -0.018 0.002 -0.006
H 1.8168 -2.0443 -4.6747 -0.007 -0.020 0.044
H -0.4043 -2.4968 -4.7209 -0.004 -0.015 0.020
H -2.7082 -3.1274 -4.1204 0.033 -0.020 0.020
H -3.9702 -1.8204 -2.4588 -0.015 0.042 -0.019
H -3.0362 0.2963 -1.5845 0.079 -0.066 0.165
```
Forces are in eV/Å.

---

2.
The following is a quantum chemistry calculation of a structure of composition C13H12Br2N5OSTc in a non-equilibrium geometry, from the OMol25 dataset.

2S+1   4
Net charge   +3
Orbital gap (spin up / spin down)   0.187 / 0.210 Ha
Molecular weight   544.15 g mol⁻¹
<S²>   4.013
Energy relative to the best compared isomer or geometry (same formula, charge and spin)   0.0 kJ/mol
Highest occupied orbital energy (spin up / spin down)   -18.14 / -18.69 eV
Calculated total energy   -176262.917 eV

Geometry as XYZ:
```
35
Properties=species:S:1:pos:R:3:forces:R:3
Tc -0.3524 0.0207 -0.2031 -0.433 0.379 -0.472
C -4.6130 -2.3516 -2.5606 0.033 -0.017 0.023
C -4.1348 -0.9550 -2.4586 0.146 -0.001 0.094
N -4.6955 0.0993 -2.9635 0.076 0.192 0.019
N -3.9045 1.1511 -2.6142 -0.234 0.021 -0.146
C -2.8604 0.7926 -1.9036 -0.078 -0.280 -0.049
S -1.5733 1.7191 -1.2218 0.447 -0.083 0.361
N -2.9788 -0.5423 -1.7872 -0.084 -0.207 -0.035
N -2.0249 -1.2935 -1.0769 0.226 0.154 0.125
H -5.5331 -2.3575 -3.1407 -0.003 0.017 -0.005
H -4.8259 -2.7733 -1.5758 -0.004 0.032 -0.001
H -3.8837 -2.9870 -3.0680 0.002 0.031 -0.010
H -4.1667 2.0851 -2.9130 -0.002 0.014 -0.004
H -1.6312 -1.9969 -1.7075 0.040 -0.001 0.003
H -2.5041 -1.8022 -0.3293 0.003 -0.007 0.023
C 0.9024 3.2681 0.1467 -0.031 -0.017 -0.008
C 1.7359 2.2156 0.7981 0.108 0.254 0.049
C 2.9147 2.5726 1.4770 -0.077 0.144 -0.061
C 3.7064 1.6356 2.0865 0.070 -0.092 0.066
C 3.3226 0.2848 2.0281 -0.050 0.089 -0.046
C 4.0382 -0.8285 2.6133 0.291 0.105 0.155
Br 5.5944 -0.5445 3.5299 -0.195 -0.053 -0.110
C 3.5653 -2.1437 2.4960 -0.043 -0.139 0.007
C 2.3977 -2.4222 1.8168 0.077 -0.639 0.110
Br 1.7521 -4.1488 1.6474 0.098 0.154 0.039
C 1.6819 -1.3572 1.2371 -0.739 0.545 -0.663
O 0.5622 -1.4964 0.5672 0.496 -0.503 0.633
C 2.1524 -0.0090 1.3476 -0.093 0.132 -0.120
N 1.3615 0.9281 0.7369 -0.178 -0.229 -0.058
H 1.3414 4.2515 0.2884 0.026 0.006 0.016
H -0.1009 3.2937 0.5802 0.047 -0.021 0.004
H 0.8298 3.0959 -0.9304 0.029 -0.018 0.046
H 3.1882 3.6182 1.5082 0.012 -0.003 0.002
H 4.6105 1.9311 2.6033 -0.002 0.023 -0.005
H 4.1255 -2.9535 2.9456 0.019 0.017 0.014
```
Forces are in eV/Å.

---

3.
The following is a quantum chemistry calculation of a structure of composition C24H36NaP2S3Te, from the OMol25 dataset.

Net charge   +1
Orbital gap   0.315 Ha
Molecular weight   633.29 g mol⁻¹
Energy relative to the best compared isomer or geometry (same formula, charge and spin)   39.4 kJ/mol
Highest occupied orbital energy   -10.59 eV
Calculated total energy   -88261.845 eV

Geometry as XYZ:
```
67
Properties=species:S:1:pos:R:3:forces:R:3
Na 0.7129 -0.8129 -0.2433 0.608 0.016 -0.446
C 4.2420 -2.7756 -0.2570 -0.073 -0.016 -0.032
C 3.9282 -2.9955 -1.7363 -0.019 0.021 0.063
S 2.1984 -2.6889 -2.1950 -0.078 -0.007 0.001
C 2.3914 -1.5984 -3.6264 -0.009 0.052 0.036
C 3.0900 -0.2588 -3.3957 -0.066 -0.056 0.025
S 2.3970 0.7294 -2.0383 0.008 0.091 -0.072
C 3.8800 1.1428 -1.0813 -0.033 -0.049 0.061
C 4.7002 -0.0222 -0.5313 -0.066 0.020 -0.009
S 3.7376 -1.1956 0.4643 -0.009 0.066 0.026
H 3.7339 -3.5242 0.3530 -0.027 0.013 0.001
H 5.3114 -2.9094 -0.0920 0.018 -0.040 -0.016
H 4.5586 -2.3693 -2.3659 -0.003 0.014 0.003
H 4.1621 -4.0293 -1.9875 0.048 -0.016 0.000
H 2.9138 -2.1416 -4.4139 0.019 0.011 -0.043
H 1.3725 -1.4384 -3.9830 -0.013 0.009 0.021
H 4.1507 -0.4008 -3.1966 0.003 -0.009 0.013
H 3.0173 0.3310 -4.3088 0.019 -0.012 -0.033
H 4.5185 1.7788 -1.6941 0.039 0.017 0.000
H 3.5075 1.7646 -0.2647 -0.013 -0.016 0.000
H 5.1785 -0.5748 -1.3383 0.000 0.001 -0.003
H 5.4995 0.3839 0.0878 0.028 0.024 -0.007
C 0.9961 -0.1264 3.8105 -0.050 -0.057 -0.026
P 0.4077 -1.1720 2.4249 -0.014 -0.026 0.510
C 0.8277 -2.8457 3.0690 -0.059 0.088 -0.037
C -1.4239 -1.1405 2.6064 -0.040 -0.079 -0.086
C -2.0488 -0.5060 3.6804 0.009 -0.018 -0.038
C -3.4324 -0.4513 3.7718 0.013 -0.006 -0.017
C -4.2163 -1.0345 2.7879 0.008 -0.004 -0.004
C -3.6094 -1.6649 1.7121 -0.004 0.006 -0.007
C -2.2221 -1.7222 1.5995 0.076 0.041 0.059
P -1.4217 -2.5254 0.1477 -0.434 -0.036 -0.071
C -2.1345 -4.2148 0.1937 0.069 0.053 0.052
C -2.3701 -1.8002 -1.2602 -0.037 -0.099 0.087
H 0.7020 -0.5118 4.7874 -0.002 0.006 0.008
H 0.6292 0.8943 3.6976 0.001 -0.002 -0.019
H 2.0856 -0.0987 3.7635 0.002 -0.018 -0.002
H 0.3643 -3.0171 4.0405 0.001 -0.022 0.017
H 1.9109 -2.9278 3.1721 0.009 0.028 -0.008
H 0.4926 -3.6155 2.3731 -0.012 0.020 -0.010
H -1.4563 -0.0429 4.4582 -0.012 -0.010 -0.009
H -3.8974 0.0451 4.6140 0.014 -0.004 -0.011
H -5.2958 -0.9983 2.8577 0.012 -0.005 -0.007
H -4.2343 -2.1127 0.9471 0.021 0.000 0.019
H -3.2241 -4.1820 0.1985 -0.013 -0.014 0.007
H -1.7939 -4.7377 1.0874 0.005 0.011 -0.004
H -1.7991 -4.7750 -0.6789 0.009 0.016 -0.019
H -3.4416 -1.9864 -1.1819 -0.014 0.001 -0.003
H -2.0118 -2.2467 -2.1900 -0.001 0.003 0.014
H -2.2066 -0.7219 -1.3059 0.025 -0.004 0.016
C -2.8560 2.5537 -0.0722 0.022 0.008 -0.087
Te -0.9229 1.8851 0.5335 0.184 -0.049 0.075
C -0.1933 3.2789 -0.9174 -0.152 0.089 0.029
C -1.3300 4.2564 -1.1190 0.007 -0.057 -0.006
C -1.1132 5.4935 -1.7194 -0.036 -0.003 0.006
C -2.1665 6.3729 -1.9154 -0.006 -0.024 0.016
C -3.4482 6.0207 -1.5111 0.021 -0.010 -0.007
C -3.6712 4.7905 -0.9131 0.026 0.005 -0.002
C -2.6176 3.9028 -0.7136 0.013 -0.032 0.004
H -3.4988 2.6156 0.8023 0.000 0.025 0.011
H -3.2812 1.8328 -0.7691 -0.043 0.036 -0.027
H 0.0527 2.7421 -1.8308 0.005 0.022 -0.051
H 0.7083 3.7636 -0.5490 -0.020 0.030 0.034
H -0.1118 5.7717 -2.0271 -0.019 -0.010 0.003
H -1.9867 7.3363 -2.3749 -0.005 -0.018 0.009
H -4.2721 6.7078 -1.6550 0.019 -0.012 0.006
H -4.6695 4.5198 -0.5886 0.024 0.001 -0.014
```
Forces are in eV/Å.

---

4.
The following is a quantum chemistry calculation of an isolated molecule of C21H44O3, from the OMol25 dataset.

Structure (SMILES)   CCCCCCCCCCCCCCCCCCOC[C@H](O)CO
Orbital gap   0.392 Ha
Molecular weight   344.58 g mol⁻¹
Energy relative to the best compared isomer or geometry (same formula, charge and spin)   8.8 kJ/mol
Highest occupied orbital energy   -9.73 eV
Calculated total energy   -28633.778 eV

Geometry as XYZ:
```
68
Properties=species:S:1:pos:R:3:forces:R:3
C -5.8371 -3.1127 1.1527 -0.177 0.191 0.013
C -6.1925 -1.6761 0.7902 0.296 -0.171 -0.078
C -5.0311 -0.9714 0.0934 -0.428 0.271 0.159
C -5.3874 0.4557 -0.3175 0.258 -0.158 -0.253
C -4.2378 1.1868 -1.0142 -0.167 0.080 0.391
C -3.1562 1.6698 -0.0489 0.029 0.036 -0.502
C -1.9875 2.3191 -0.7881 -0.044 -0.008 0.545
C -0.9446 2.9054 0.1610 0.089 -0.028 -0.467
C 0.2283 3.5135 -0.6050 -0.008 0.125 0.336
C 1.3075 4.1035 0.3053 -0.024 -0.150 -0.013
C 2.1657 3.0606 1.0242 0.068 0.187 -0.304
C 3.1043 2.3128 0.0802 -0.092 -0.073 0.428
C 3.9467 1.2705 0.8119 0.015 0.084 -0.489
C 4.8364 0.4913 -0.1568 0.104 -0.085 0.355
C 5.5203 -0.7161 0.4890 -0.144 -0.002 -0.038
C 4.5827 -1.8959 0.7550 0.194 0.059 -0.252
C 4.2164 -2.6790 -0.5065 -0.349 -0.135 0.369
C 3.0931 -3.6815 -0.2192 0.387 -0.050 -0.170
O 1.8585 -3.0444 0.0390 -0.162 0.299 0.098
C 1.0313 -2.8026 -1.0852 -0.309 0.219 -0.204
C 0.4860 -1.3688 -1.0029 -0.254 -0.668 0.256
O 1.5366 -0.4389 -1.0185 0.377 0.258 0.129
C -0.3847 -1.1975 0.2563 0.412 0.353 -0.160
O -1.6508 -1.7895 0.1288 -0.430 -0.287 -0.171
H -4.9611 -3.1358 1.7967 0.100 -0.063 0.077
H -6.6623 -3.5943 1.6724 -0.026 -0.132 0.055
H -5.6133 -3.6870 0.2563 0.041 -0.110 -0.070
H -7.0673 -1.6709 0.1350 -0.057 0.071 0.022
H -6.4562 -1.1263 1.6966 -0.067 0.063 -0.011
H -4.7548 -1.5427 -0.7968 0.091 -0.053 -0.069
H -4.1721 -0.9676 0.7655 0.121 -0.049 -0.001
H -5.6916 1.0240 0.5644 -0.087 0.046 0.040
H -6.2449 0.4180 -0.9944 -0.082 0.011 0.054
H -3.7937 0.5266 -1.7645 0.026 -0.015 -0.122
H -4.6378 2.0546 -1.5445 0.062 0.004 -0.099
H -2.7900 0.8344 0.5501 0.047 -0.053 0.134
H -3.5944 2.3966 0.6393 -0.022 -0.005 0.095
H -1.5062 1.5785 -1.4323 0.024 -0.036 -0.116
H -2.3693 3.1138 -1.4342 0.007 0.004 -0.106
H -1.4110 3.6732 0.7833 -0.011 0.015 0.091
H -0.5822 2.1195 0.8264 -0.019 -0.030 0.113
H -0.1549 4.3076 -1.2510 -0.011 -0.033 -0.092
H 0.6674 2.7510 -1.2496 -0.005 -0.033 -0.129
H 0.8255 4.7424 1.0497 -0.002 0.106 -0.023
H 1.9656 4.7376 -0.2940 0.032 0.093 0.046
H 2.7615 3.5665 1.7888 -0.008 -0.054 0.086
H 1.5221 2.3431 1.5361 -0.014 -0.067 0.117
H 2.5209 1.8047 -0.6881 0.031 0.024 -0.098
H 3.7637 3.0288 -0.4164 0.028 0.043 -0.089
H 3.2774 0.5881 1.3402 -0.054 -0.046 0.121
H 4.5702 1.7589 1.5650 -0.003 -0.037 0.103
H 4.2382 0.1672 -1.0097 -0.020 0.012 -0.146
H 5.6047 1.1657 -0.5420 -0.041 0.029 -0.104
H 5.9662 -0.3983 1.4344 0.105 0.019 0.001
H 6.3320 -1.0577 -0.1578 0.097 -0.021 0.046
H 5.0662 -2.5813 1.4554 -0.086 -0.030 0.070
H 3.6668 -1.5452 1.2344 -0.052 -0.012 0.114
H 5.0902 -3.2206 -0.8736 0.053 0.001 -0.064
H 3.8892 -1.9991 -1.2958 0.005 -0.020 -0.128
H 3.3272 -4.2452 0.6892 0.035 -0.036 -0.111
H 2.9906 -4.3920 -1.0489 -0.040 0.012 0.085
H 1.5923 -2.9222 -2.0182 0.007 0.013 0.044
H 0.1909 -3.5089 -1.0774 0.081 0.045 -0.047
H -0.1170 -1.1609 -1.8957 -0.010 -0.076 0.096
H 2.1563 -0.7052 -0.3246 0.001 0.020 -0.023
H 0.1009 -1.6963 1.0980 0.007 0.133 -0.011
H -0.4677 -0.1239 0.4737 0.074 -0.082 -0.009
H -2.1419 -1.3338 -0.5653 -0.003 -0.015 0.085
```
Forces are in eV/Å.